{
  "formula": "C4H10BrClSi",
  "method": "ωB97M-V/def2-TZVPD",
  "symbols": ["C", "C", "C", "C", "Si", "Cl", "Br", "H", "H", "H", "H", "H", "H", "H", "H", "H", "H"],
  "coordinates": [[0.8778, 1.9937, -0.2846], [-2.1312, 1.4772, -0.2423], [-0.4664, -1.0911, 0.3228], [2.3827, -3.1691, 0.8207], [-0.5006, 0.6429, -0.5570], [-0.5920, 0.3165, -2.6220], [1.4210, -1.7573, 0.0080], [1.8411, 1.4898, -0.2260], [1.0695, 2.6928, -1.0841], [0.5796, 2.3763, 0.7002], [-1.9741, 1.9053, 0.7573], [-2.2457, 2.1382, -1.0328], [-2.8348, 0.6053, -0.2810], [-1.0151, -1.8892, -0.3574], [-0.8844, -1.0097, 1.3421], [1.8012, -4.0072, 0.9937], [2.6714, -2.7145, 1.7423]],
  "lowdin_charge": [-0.1929, -0.2259, -0.5459, -0.4459, 0.1105, 0.2815, 0.9522, 0.0054, 0.0263, 0.0271, 0.0389, -0.0046, 0.0526, 0.0579, 0.0306, -0.0852, -0.0826],
  "multiplicity": 1,
  "relative_energy_kj_mol": 175.1,
  "orbital_gap_ev": 8.30
}

=====

{
  "formula": "C4H10BrPS",
  "method": "ωB97M-V/def2-TZVPD",
  "symbols": ["C", "C", "C", "C", "P", "S", "Br", "H", "H", "H", "H", "H", "H", "H", "H", "H", "H"],
  "coordinates": [[1.3751, -0.3269, 1.7426], [0.7473, 1.7108, 0.3318], [-1.4023, -0.7152, -2.0970], [1.0785, 0.2570, 0.4470], [-1.2805, -0.9914, -0.3067], [-1.6284, -2.8931, 0.1475], [-2.8902, 0.4640, 0.5024], [2.4130, -0.5164, 1.8893], [0.9822, 0.4125, 2.4505], [1.1888, -1.4736, 1.9454], [0.5164, 1.9102, -0.7662], [1.5593, 2.3906, 0.6475], [-0.1058, 1.9372, 0.9408], [-0.7648, -1.4690, -2.6106], [-2.4742, -0.9514, -2.4072], [-0.9196, 0.2476, -2.2926], [1.6053, 0.0070, -0.5643]],
  "lowdin_charge": [-0.1446, -0.1581, -0.4015, -0.2717, -0.0026, 0.0460, 0.1673, 0.0658, 0.0908, 0.1271, 0.0932, 0.0946, 0.0394, 0.0427, 0.0654, 0.0201, 0.1261],
  "multiplicity": 1,
  "relative_energy_kj_mol": 200.5,
  "orbital_gap_ev": [6.92, 6.91]
}